Below is a structure of composition C32H34BGaN8O2, with properties calculated with ωB97M-V/def2-TZVPD.

For the HOMO energy, the calculation gives -0.5169 Eh. The orbital gap is 9.0940 eV.

Geometry as ORCA input:
```
! wB97M-V def2-TZVPD RIJCOSX def2/J DEFGRID3
* xyz 2 1
Ga 0.113 0.080 0.176
C 0.303 2.989 4.647
C 0.758 2.445 3.306
C 2.041 2.540 2.845
C 2.084 1.927 1.597
N 0.848 1.411 1.332
N 0.024 1.733 2.419
B -1.497 1.395 2.220
N -1.726 -0.176 2.172
N -0.847 -0.994 1.499
C -1.444 -2.236 1.358
C -2.641 -2.210 2.093
C -2.807 -0.918 2.584
C -3.911 -0.267 3.359
C -0.772 -3.345 0.657
C -0.019 -3.168 -0.504
C 0.549 -4.284 -1.186
C 0.356 -5.545 -0.690
C -0.400 -5.774 0.454
C -0.958 -4.654 1.170
N -1.903 1.847 0.770
N -1.516 1.080 -0.314
C -2.236 1.345 -1.369
C -3.099 2.410 -0.999
C -2.888 2.673 0.354
C -3.551 3.655 1.320
C -2.036 0.546 -2.597
C -1.656 1.116 -3.805
C -1.551 0.279 -4.901
C -1.775 -1.093 -4.760
C -2.242 -1.627 -3.581
C -2.375 -0.811 -2.496
C 3.183 1.744 0.666
C 4.437 1.466 1.206
C 5.498 1.249 0.319
C 5.363 1.322 -1.060
C 4.164 1.760 -1.601
C 3.066 1.915 -0.748
H 1.087 2.656 5.299
H -0.679 2.552 4.874
H 0.157 4.063 4.577
H 2.772 3.132 3.337
H -2.086 1.966 3.092
H -3.351 -3.041 2.142
H -4.732 -0.976 3.562
H -4.430 0.509 2.802
H -3.545 0.194 4.321
H 0.088 -2.224 -1.007
H 1.115 -4.125 -2.076
H 0.735 -6.345 -1.305
H -0.626 -6.783 0.718
H -1.600 -4.817 2.022
H -3.863 2.854 -1.598
H -4.167 4.378 0.721
H -2.859 4.298 1.999
H -4.236 3.080 1.965
H -1.463 2.175 -4.016
H -1.212 0.667 -5.833
H -1.640 -1.747 -5.630
H -2.453 -2.723 -3.498
H -2.828 -1.145 -1.586
H 4.516 1.311 2.281
H 6.482 0.998 0.713
H 6.167 1.202 -1.722
H 4.170 2.046 -2.627
H 2.116 2.298 -1.071
C 2.258 -0.094 -3.889
O 2.847 -0.742 -2.682
C 2.177 -0.600 -1.589
O 1.016 -0.074 -1.482
N 2.774 -1.141 -0.525
N 2.042 -1.243 0.662
H 2.982 0.577 -4.305
H 1.374 0.476 -3.640
H 2.034 -0.930 -4.528
H 3.774 -1.488 -0.564
H 2.528 -0.862 1.438
H 1.623 -2.156 0.740
*
```



Below is a cluster of 8 separate species, C32H34Cl4N6 in total, with properties calculated with ωB97M-V/def2-TZVPD.

For the HOMO energy, the calculation gives -0.3509 Eh. As for the SMILES: c1ccncc1.c1ccncc1.c1ccncc1.c1ccncc1.c1ccncc1.c1ccncc1.ClCCl.ClCCl. The orbital gap is 9.8909 eV.

Geometry as ORCA input:
```
! wB97M-V def2-TZVPD RIJCOSX def2/J DEFGRID3
* xyz 0 1
C 9.318 -1.969 1.841
C 8.001 -1.395 1.636
C 7.208 -0.974 2.754
N 7.665 -1.110 4.037
C 8.854 -1.741 4.224
C 9.750 -2.131 3.149
H 9.967 -1.881 0.983
H 7.717 -1.075 0.644
H 6.230 -0.543 2.599
H 9.226 -1.749 5.238
H 10.783 -2.342 3.382
C 9.371 -1.633 -6.442
C 8.144 -2.157 -5.905
C 6.991 -1.362 -5.883
N 6.903 -0.118 -6.333
C 8.094 0.411 -6.837
C 9.369 -0.300 -6.919
H 10.252 -2.257 -6.433
H 8.153 -3.178 -5.552
H 6.099 -1.772 -5.433
H 8.176 1.441 -7.150
H 10.195 0.297 -7.275
C -1.871 3.365 -6.007
C -2.989 4.015 -6.617
C -2.713 5.087 -7.393
N -1.467 5.681 -7.485
C -0.464 5.057 -6.876
C -0.598 3.879 -6.120
H -1.954 2.431 -5.471
H -3.981 3.589 -6.654
H -3.417 5.616 -8.018
H 0.423 5.673 -6.869
H 0.262 3.391 -5.685
C -4.745 1.631 7.782
C -5.217 0.420 8.338
C -6.233 0.422 9.274
N -6.903 1.553 9.593
C -6.472 2.780 9.064
C -5.353 2.806 8.228
H -3.982 1.776 7.031
H -4.676 -0.466 8.042
H -6.581 -0.445 9.815
H -6.890 3.741 9.325
H -5.016 3.729 7.780
C -2.406 -7.140 3.880
C -3.415 -6.554 4.625
C -3.658 -7.014 5.890
N -3.023 -8.124 6.441
C -2.147 -8.773 5.644
C -1.824 -8.292 4.413
H -2.175 -6.839 2.869
H -4.045 -5.795 4.184
H -4.469 -6.599 6.470
H -1.713 -9.675 6.047
H -1.190 -8.936 3.821
C -2.964 8.512 -2.085
C -4.288 7.964 -2.036
C -4.480 6.883 -1.118
N -3.542 6.363 -0.310
C -2.325 6.957 -0.363
C -2.024 8.000 -1.206
H -2.688 9.324 -2.741
H -5.195 8.166 -2.587
H -5.482 6.501 -0.993
H -1.617 6.576 0.358
H -0.977 8.264 -1.216
Cl -8.140 -7.858 -4.046
C -6.705 -6.786 -4.170
Cl -7.062 -5.606 -5.433
H -6.381 -6.302 -3.248
H -5.865 -7.364 -4.554
Cl -2.329 -1.905 -0.505
C -1.164 -0.676 0.111
Cl 0.374 -0.914 -0.783
H -1.520 0.354 0.066
H -1.188 -0.906 1.176
*
```



Below is a structure of composition C32H34F32N4O4S, with properties calculated with ωB97M-V/def2-TZVPD.

For the HOMO energy, the calculation gives -0.3043 Eh. The orbital gap is 7.9776 eV.

Geometry as ORCA input:
```
! wB97M-V def2-TZVPD RIJCOSX def2/J DEFGRID3
* xyz 0 1
C 3.393 2.378 1.613
C 2.202 2.096 0.691
C 0.894 1.937 1.488
C 0.609 0.479 1.786
N -0.533 0.236 2.684
C -0.482 0.924 3.911
C 0.621 0.614 4.769
C 0.791 1.189 6.012
N 1.883 0.847 6.868
C 3.158 1.476 6.499
C 4.319 0.524 6.716
C -0.194 2.140 6.438
N -0.197 2.810 7.579
S -1.510 3.734 7.564
N -2.123 3.354 6.126
C -1.314 2.453 5.589
C -1.441 1.836 4.311
H 4.215 2.838 1.072
H 3.770 1.451 2.040
H 3.113 3.056 2.411
H 2.385 1.197 0.112
H 2.099 2.954 0.044
H 0.969 2.532 2.392
H 0.078 2.330 0.884
H 1.476 -0.023 2.204
H 0.383 -0.018 0.848
H -1.418 0.373 2.219
H 1.342 -0.115 4.431
H 1.990 -0.156 6.799
H 3.155 1.771 5.448
H 3.302 2.388 7.070
H 4.448 -0.137 5.865
H 5.241 1.088 6.822
H 4.180 -0.077 7.608
H -2.275 2.091 3.679
C -4.660 -2.957 4.800
C -4.916 -3.729 3.499
C -4.535 -5.210 3.450
F -3.215 -5.393 3.631
F -4.864 -5.691 2.224
F -4.377 -3.072 2.452
F -6.274 -3.725 3.326
O -3.494 -2.167 4.885
C -2.297 -2.672 5.322
C -1.226 -2.621 4.232
F -1.622 -3.291 3.129
F -0.096 -3.212 4.697
F -2.430 -3.905 5.848
F -1.865 -1.861 6.310
H -5.468 -2.228 4.841
H -4.778 -3.600 5.673
H -5.088 -5.773 4.206
H -1.007 -1.589 3.957
C -9.973 -2.645 0.009
C -9.815 -2.959 -1.485
C -10.666 -4.085 -2.075
F -10.396 -5.269 -1.492
F -10.384 -4.191 -3.394
F -8.515 -3.151 -1.785
F -10.229 -1.835 -2.141
O -9.029 -3.187 0.910
C -9.184 -4.423 1.477
C -8.071 -5.390 1.062
F -8.016 -5.511 -0.278
F -8.341 -6.607 1.591
F -10.406 -4.939 1.246
F -9.069 -4.264 2.813
H -9.801 -1.571 0.076
H -10.996 -2.817 0.346
H -11.730 -3.860 -1.960
H -7.109 -5.040 1.432
C 2.571 4.307 -5.635
C 4.043 4.612 -5.326
C 4.825 3.588 -4.505
F 4.292 3.424 -3.272
F 6.094 4.036 -4.347
F 4.156 5.841 -4.779
F 4.672 4.640 -6.535
O 1.578 4.904 -4.820
C 1.134 4.321 -3.668
C 1.445 5.176 -2.435
F 2.762 5.429 -2.334
F 1.058 4.493 -1.331
F 1.579 3.061 -3.522
F -0.214 4.261 -3.744
H 2.402 4.756 -6.612
H 2.404 3.235 -5.752
H 4.855 2.626 -5.013
H 0.904 6.123 -2.485
C 8.368 -0.964 -7.766
C 8.792 0.110 -8.777
C 9.143 1.501 -8.242
F 8.091 2.070 -7.621
F 9.491 2.286 -9.286
F 7.874 0.208 -9.760
F 9.949 -0.349 -9.335
O 6.982 -1.197 -7.586
C 6.238 -0.493 -6.685
C 5.147 0.338 -7.368
F 5.664 1.180 -8.275
F 4.520 1.079 -6.413
F 6.992 0.266 -5.870
F 5.589 -1.388 -5.910
H 8.730 -1.897 -8.195
H 8.882 -0.840 -6.812
H 9.986 1.443 -7.548
H 4.420 -0.313 -7.856
*
```



Below is a structure of composition C32H34N4O4PtSe, with properties calculated with ωB97M-V/def2-TZVPD.

For the HOMO energy (alpha / beta), the calculation gives -0.4647 / -0.4908 Eh. The orbital gap (alpha / beta) is 6.4788 / 5.4048 eV.

Geometry as ORCA input:
```
! wB97M-V def2-TZVPD RIJCOSX def2/J DEFGRID3
* xyz 2 5
Pt -0.653 0.946 -0.434
C -0.650 -0.189 -3.788
O 0.057 0.563 -2.812
C 1.409 0.583 -2.909
C 2.095 0.123 -4.032
C 3.474 0.189 -4.097
C 4.206 0.717 -3.039
C 3.553 1.138 -1.908
C 2.153 1.072 -1.804
N 1.532 1.449 -0.630
N 2.267 1.586 0.386
C 2.058 1.658 1.672
C 0.726 1.570 2.292
O -0.326 1.783 1.656
C 0.689 1.310 3.703
C 1.806 1.248 4.458
C 3.103 1.470 3.902
C 4.246 1.465 4.711
C 5.491 1.700 4.167
C 5.618 1.958 2.803
C 4.506 1.971 1.990
C 3.230 1.709 2.514
H -0.504 0.225 -4.787
H -1.703 -0.117 -3.536
H -0.330 -1.234 -3.766
H 1.564 -0.294 -4.872
H 3.976 -0.166 -4.983
H 5.278 0.798 -3.110
H 4.105 1.546 -1.075
H -0.292 1.207 4.136
H 1.743 1.066 5.521
H 4.137 1.291 5.771
H 6.367 1.702 4.797
H 6.593 2.158 2.385
H 4.609 2.201 0.941
N -1.848 3.805 -0.512
C -1.661 2.680 -0.712
H -2.050 4.768 -0.339
O 0.634 -1.096 -0.412
C 1.178 -1.410 0.653
O 0.858 -1.080 1.807
C 2.473 -2.312 0.594
N 2.934 -2.360 2.005
C 2.899 -3.763 2.493
C 1.871 -4.414 1.578
C 2.165 -3.763 0.225
H 3.205 -1.855 -0.074
H 2.118 -1.775 2.447
H 3.834 -1.912 2.166
H 2.619 -3.785 3.547
H 3.882 -4.224 2.366
H 0.862 -4.168 1.911
H 1.964 -5.496 1.545
H 1.328 -3.838 -0.465
H 3.033 -4.228 -0.244
C -8.332 0.407 0.064
C -6.882 0.138 0.223
C -6.348 -0.396 1.396
C -5.001 -0.670 1.521
C -4.470 -1.231 2.797
C -4.133 -0.406 0.432
Se -2.317 -0.842 0.637
C -4.664 0.119 -0.770
C -3.819 0.294 -1.989
C -6.012 0.394 -0.841
H -8.871 0.313 1.001
H -8.756 -0.301 -0.650
H -8.494 1.402 -0.349
H -7.005 -0.598 2.230
H -5.251 -1.286 3.550
H -3.657 -0.616 3.185
H -4.081 -2.237 2.634
H -2.886 0.821 -1.761
H -4.350 0.854 -2.754
H -3.571 -0.688 -2.392
H -6.424 0.797 -1.755
*
```



Below is a structure of composition C32H35As2ClCrNO15, with properties calculated with ωB97M-V/def2-TZVPD.

For the HOMO energy (alpha / beta), the calculation gives -0.4654 / -0.4654 Eh. The orbital gap (alpha / beta) is 5.4612 / 5.5322 eV.

Geometry as ORCA input:
```
! wB97M-V def2-TZVPD RIJCOSX def2/J DEFGRID3
* xyz 2 2
Cr -1.691 -1.416 -1.616
O -3.302 -0.924 2.053
C -2.997 -1.220 0.856
O -2.193 -0.599 0.143
C -3.611 -2.456 0.237
C -4.675 -3.217 0.678
C -5.053 -4.302 -0.102
C -4.355 -4.600 -1.275
C -3.305 -3.787 -1.628
N -2.966 -2.748 -0.880
C -2.389 -3.856 -2.840
O -2.433 -4.835 -3.682
O -1.576 -2.953 -3.006
H -2.646 -0.186 2.419
H -5.196 -2.957 1.591
H -5.892 -4.919 0.198
H -4.652 -5.446 -1.884
H -3.090 -5.516 -3.475
Cl -1.237 2.716 -7.506
C -1.109 1.875 -6.008
C 0.119 1.867 -5.320
C 0.264 1.212 -4.121
C -0.810 0.506 -3.577
O -0.640 -0.132 -2.423
C -2.046 0.530 -4.254
C -3.188 -0.083 -3.704
O -3.229 -0.765 -2.642
C -2.181 1.230 -5.477
H 0.962 2.392 -5.754
H 1.201 1.223 -3.579
H -4.139 0.061 -4.221
H -3.136 1.247 -5.988
C 1.321 -3.378 0.775
C 1.641 -3.699 -0.693
C 1.164 -2.451 -1.395
O -0.079 -2.123 -0.685
C 0.013 -2.599 0.704
H 2.100 -2.743 1.192
H 1.215 -4.269 1.390
H 1.080 -4.571 -1.039
H 2.701 -3.878 -0.864
H 0.930 -2.566 -2.449
H 1.848 -1.618 -1.252
H -0.857 -3.230 0.894
H -0.009 -1.733 1.360
C 1.304 4.764 -2.374
O 1.499 3.485 -1.731
C 1.805 3.534 -0.421
O 1.884 4.553 0.209
C 2.035 2.133 0.079
C 3.075 1.843 0.880
As 3.229 3.089 2.393
C 4.486 2.165 3.574
C 1.525 2.157 3.032
C 0.499 1.681 2.320
As 0.465 1.030 0.381
C -0.878 2.366 -0.182
C -0.830 1.281 2.877
O -1.273 0.161 2.599
O -1.636 2.103 3.502
C -1.384 3.520 3.725
C 1.534 2.314 4.532
O 1.804 3.376 5.022
O 1.307 1.256 5.324
C 1.276 -0.097 4.828
C 3.424 0.398 1.121
O 2.658 -0.548 1.117
O 4.730 0.264 1.307
C 5.216 -1.073 1.537
H 0.638 4.580 -3.211
H 2.261 5.138 -2.727
H 0.868 5.475 -1.681
H 5.457 2.181 3.083
H 4.227 1.138 3.826
H 4.535 2.764 4.480
H -0.682 3.358 0.224
H -1.857 2.027 0.158
H -0.887 2.420 -1.271
H -0.992 3.655 4.725
H -2.352 4.000 3.644
H -0.699 3.921 2.987
H 0.249 -0.404 4.641
H 1.693 -0.710 5.620
H 1.866 -0.212 3.920
H 6.212 -0.955 1.948
H 5.261 -1.614 0.595
H 4.571 -1.598 2.235
*
```



Number 1: electronic energy -3777.631380 a.u.. Number 2: electronic energy -3408.918265 a.u.. Number 3: electronic energy -5353.669835 a.u.. Number 4: electronic energy -4279.898368 a.u.. Number 5: electronic energy -8399.444942 a.u..